# C4H12N2O

An isolated molecule of C4H12N2O in a non-equilibrium geometry (ωB97M-V with the def2-TZVPD basis set, OMol25).

Element x y z (Å)
N1 1.896 -1.078 2.275
C1 0.972 -0.462 1.307
C2 1.094 -1.220 -0.026
N2 0.392 -0.567 -1.192
C3 -0.972 -0.190 -0.828
C4 -1.180 1.318 -1.143
O1 -2.337 1.815 -0.519
H1 2.102 -0.476 3.069
H2 2.822 -1.108 1.847
H3 0.036 -0.335 1.855
H4 1.188 0.561 0.921
H5 0.843 -2.275 0.024
H6 2.150 -1.064 -0.286
H7 0.945 0.136 -1.651
H8 -1.182 -0.390 0.210
H9 -1.746 -0.697 -1.411
H10 -1.286 1.499 -2.263
H11 -0.254 1.861 -0.997
H12 -2.645 2.631 -0.920

SMILES string: NCCNCCO
Gap between HOMO and LUMO in hartree: 0.3513
Multiplicity: 1
E in eV: -9368.8361
ΔE to the lowest compared entry with this formula, charge and spin in kcal/mol: 54.4
HOMO level in eV: -8.7

Results of the Mulliken charge analysis, in e, for atoms 1 through 5: number 1, N, carries -0.64; number 2, C, carries -0.28; number 3, C, carries -0.77; number 4, N, carries -0.37; number 5, C, carries -0.41

# C12H33N2O6V

C12H33N2O6V as an isolated structure in a non-equilibrium geometry (ωB97M-V with the def2-TZVPD basis set, OMol25).

Element x y z (Å)
O1 -0.927 -0.121 0.312
V1 -0.745 -0.735 -1.146
O2 1.207 -1.269 -1.057
H1 1.180 -1.602 -1.964
C1 -5.256 -0.059 -0.458
C2 -3.875 0.518 -0.749
O3 -3.007 -0.070 -1.633
H2 -5.805 0.362 0.387
H3 -5.182 -1.099 -0.099
H4 -5.839 -0.121 -1.380
H5 -3.413 0.714 0.235
H6 -4.186 1.521 -1.110
C3 0.340 -0.921 -5.347
C4 -0.165 -1.841 -4.232
O4 -1.011 -1.230 -3.335
H7 0.508 -1.388 -6.324
H8 1.254 -0.344 -5.159
H9 -0.373 -0.132 -5.617
H10 0.771 -2.255 -3.817
H11 -0.654 -2.655 -4.788
C5 1.812 0.071 3.317
C6 2.033 -1.428 3.210
C7 1.264 -2.200 4.283
O5 1.483 -3.591 4.114
C8 0.557 -4.317 4.915
N1 1.760 -1.892 1.807
H12 0.857 0.345 2.854
H13 2.528 0.682 2.764
H14 1.829 0.512 4.318
H15 3.113 -1.530 3.361
H16 0.205 -1.981 4.081
H17 1.600 -1.950 5.294
H18 -0.367 -4.389 4.330
H19 0.237 -3.792 5.819
H20 0.970 -5.299 5.130
H21 1.900 -2.844 2.166
H22 0.748 -1.834 1.689
C9 -1.275 3.132 -0.897
C10 0.128 2.606 -1.084
C11 1.029 2.611 0.159
O6 2.397 2.479 -0.149
C12 2.960 3.415 -1.040
N2 0.142 1.326 -1.787
H23 -1.268 4.228 -0.924
H24 -1.794 2.874 0.025
H25 -1.879 2.909 -1.779
H26 0.576 3.412 -1.681
H27 0.654 1.835 0.825
H28 0.966 3.606 0.624
H29 3.970 3.593 -0.683
H30 2.395 4.348 -0.866
H31 2.791 3.248 -2.106
H32 1.047 0.959 -2.085
H33 -0.189 1.579 -2.721

Total charge: -1
Gap between HOMO and LUMO (spin up / spin down) in hartree: 0.2532 / 0.2533
Multiplicity: 2
E in eV: -53930.3756
HOMO level (spin up / spin down) in eV: -4.1 / -4.1

Results of the Mulliken charge analysis, in e, for atoms 1 through 5: number 1, O, carries -0.49; number 2, V, carries 1.06; number 3, O, carries -0.80; number 4, H, carries 0.28; number 5, C, carries -1.36

# C4H13N5

A 2-piece molecular cluster, C4H13N5 overall in a non-equilibrium geometry (ωB97M-V with the def2-TZVPD basis set, OMol25).

Element x y z (Å)
C1 0.766 -1.661 1.236
N1 0.547 -1.525 -0.186
C2 0.188 1.904 0.075
N2 1.077 2.287 -0.886
C3 0.437 2.114 1.375
H1 1.373 -1.271 -0.713
H2 2.032 2.410 -0.572
H3 0.976 1.798 -1.766
H4 1.237 -2.623 1.458
H5 1.443 -0.874 1.586
H6 -0.158 -1.586 1.820
H7 -0.294 1.875 2.138
H8 1.389 2.510 1.710
C4 -0.681 -1.288 -0.834
N3 -1.784 -1.714 -0.183
N4 -1.054 1.468 -0.332
N5 -0.767 -0.931 -2.065
H9 -1.656 -2.616 0.258
H10 -2.573 -1.737 -0.822
H11 -1.070 1.118 -1.291
H12 -1.585 1.014 0.406
H13 0.157 -0.673 -2.414

SMILES string: [H]/N=C(/N)NC.C=C(N)N
Gap between HOMO and LUMO in hartree: 0.2919
Multiplicity: 1
E in eV: -11808.9297
ΔE to the lowest compared entry with this formula, charge and spin in kcal/mol: 0.0
HOMO level in eV: -7.2

Results of the Mulliken charge analysis, in e, for atoms 1 through 5: number 1, C, carries -0.98; number 2, N, carries -0.21; number 3, C, carries 0.96; number 4, N, carries -0.55; number 5, C, carries -1.29

# C37H39ClHfN7O6

C37H39ClHfN7O6 as an isolated structure in a non-equilibrium geometry (ωB97M-V with the def2-TZVPD basis set, OMol25).

Element x y z (Å)
Hf1 0.939 1.225 0.539
C1 1.451 -5.448 -1.953
C2 1.456 -3.935 -1.665
C3 0.569 -3.079 -2.381
C4 0.459 -1.736 -2.172
C5 -0.630 -0.886 -2.881
N1 -2.973 -0.264 -2.352
C6 -4.175 -0.315 -1.480
C7 -4.629 1.031 -0.729
C8 -3.860 1.422 0.625
N2 -4.609 0.778 1.752
C9 -4.356 0.504 3.002
C10 -3.323 0.592 3.962
C11 -3.746 0.485 5.303
C12 -2.961 0.782 6.398
C13 -3.519 1.167 7.792
C14 -1.591 0.880 6.090
C15 -1.064 0.626 4.786
C16 0.435 0.445 4.728
N3 0.922 -0.672 5.069
C17 2.386 -0.832 5.048
C18 2.810 -1.354 3.660
C19 3.041 -0.191 2.724
N4 2.535 -0.380 1.367
C20 2.672 -1.536 0.809
C21 2.183 -2.031 -0.477
C22 2.286 -3.390 -0.715
C23 1.359 -1.201 -1.252
O1 1.458 0.077 -0.990
C24 -1.891 0.586 3.699
O2 -1.541 0.552 2.417
H1 2.148 -5.729 -2.761
H2 0.546 -5.747 -2.464
H3 1.502 -6.113 -1.055
H4 -0.032 -3.584 -3.129
H5 -0.897 -1.459 -3.767
H6 -2.772 0.716 -2.453
H7 -3.955 -1.069 -0.761
H8 -5.046 -0.667 -2.056
H9 -5.682 0.956 -0.523
H10 -4.531 1.853 -1.466
H11 -4.034 2.468 0.722
H12 -2.824 1.196 0.594
H13 -5.583 0.597 1.496
H14 -5.292 0.198 3.440
H15 -4.777 0.364 5.447
H16 -4.511 1.590 7.701
H17 -2.784 1.857 8.284
H18 -3.639 0.254 8.390
H19 -0.794 0.937 6.799
H20 1.098 1.277 4.523
H21 2.730 -1.539 5.835
H22 2.909 0.083 5.306
H23 2.003 -2.065 3.365
H24 3.654 -2.025 3.763
H25 4.057 0.118 2.666
H26 2.396 0.601 3.099
H27 3.168 -2.313 1.389
H28 3.045 -3.987 -0.241
O3 0.339 3.322 1.117
Cl1 1.628 3.766 1.779
O4 2.403 2.403 1.759
O5 2.211 2.617 -0.878
O6 -0.149 0.472 2.294
C25 3.040 2.353 -1.727
H29 3.672 3.126 -2.133
H30 3.291 1.339 -2.103
N5 1.209 -0.354 -5.269
C26 2.217 0.199 -6.042
C27 2.934 -0.334 -7.117
C28 3.971 0.494 -7.610
C29 4.183 1.820 -7.079
C30 3.449 2.236 -5.962
C31 2.486 1.443 -5.466
N6 1.819 1.557 -4.227
C32 0.963 0.507 -4.218
C33 -0.157 0.525 -3.256
C34 -0.475 1.723 -2.670
C35 -0.926 1.977 -1.368
N7 -1.170 1.068 -0.409
C36 -1.334 -0.242 -0.570
C37 -1.760 -0.905 -1.820
H31 0.703 -1.204 -5.424
H32 2.718 -1.341 -7.476
H33 4.466 0.120 -8.573
H34 4.910 2.437 -7.564
H35 3.659 3.173 -5.435
H36 -0.109 2.652 -3.156
H37 -1.060 3.033 -1.000
H38 -1.348 -0.694 0.361
H39 -1.977 -1.957 -1.623

Total charge: +1
Gap between HOMO and LUMO in hartree: 0.1934
Multiplicity: 1
E in eV: -75534.5725
ΔE to the lowest compared entry with this formula, charge and spin in kcal/mol: 0.0
HOMO level in eV: -8.8

Results of the Mulliken charge analysis, in e, for atoms 1 through 5: number 1, Hf, carries 1.63; number 2, C, carries -1.56; number 3, C, carries 0.32; number 4, C, carries -0.88; number 5, C, carries -0.24

# C20H19AsF5N12OS2SbSe4Ti

C20H19AsF5N12OS2SbSe4Ti as an isolated structure in a non-equilibrium geometry (ωB97M-V with the def2-TZVPD basis set, OMol25).

Element x y z (Å)
Ti1 -0.466 0.819 -0.020
Se1 3.273 1.546 5.146
Sb1 2.467 3.213 3.528
Se2 -1.050 2.264 1.962
Se3 1.121 1.699 1.520
Se4 4.505 4.146 2.547
N1 -2.457 2.219 -2.464
C1 -3.132 1.533 -1.472
N2 -4.407 1.182 -1.525
N3 -4.625 0.571 -0.346
N4 -3.549 0.567 0.363
N5 -2.570 1.184 -0.322
C2 -1.320 2.944 -2.137
N6 -0.963 4.051 -2.750
N7 0.166 4.432 -2.097
N8 0.461 3.605 -1.169
N9 -0.468 2.610 -1.164
H1 -3.039 2.644 -3.166
C3 3.041 -1.537 2.799
N10 3.565 -0.679 1.754
C4 4.472 0.346 1.958
C5 4.549 1.045 0.820
N11 3.659 0.467 -0.095
C6 3.050 -0.619 0.505
S1 1.942 -1.717 -0.117
C7 3.213 1.162 -1.249
C8 4.026 2.155 -1.796
C9 3.563 2.836 -2.902
C10 2.347 2.472 -3.461
C11 1.618 1.488 -2.827
N12 2.017 0.862 -1.717
H2 3.416 -2.555 2.688
H3 1.955 -1.557 2.727
H4 3.329 -1.103 3.755
H5 4.927 0.535 2.915
H6 5.081 1.958 0.640
H7 4.976 2.405 -1.352
H8 4.142 3.650 -3.317
H9 1.944 2.969 -4.332
H10 0.651 1.194 -3.211
C12 -3.337 0.085 3.632
As1 -2.816 -1.275 2.373
C13 -2.477 -2.737 3.614
C14 -4.463 -1.944 1.613
S2 -0.802 -1.064 1.673
H11 -4.102 -0.353 4.277
H12 -3.739 0.958 3.127
H13 -2.461 0.352 4.219
H14 -3.336 -2.894 4.268
H15 -1.592 -2.517 4.207
H16 -2.296 -3.645 3.040
H17 -4.915 -2.550 2.398
H18 -4.280 -2.553 0.735
H19 -5.109 -1.113 1.346
F1 -0.743 -5.512 -3.649
C15 -0.766 -4.274 -3.122
C16 -1.609 -3.964 -2.074
F2 -2.440 -4.899 -1.583
C17 -1.623 -2.689 -1.540
F3 -2.517 -2.450 -0.570
C18 -0.794 -1.653 -1.992
O1 -0.790 -0.467 -1.461
C19 -0.011 -1.992 -3.109
F4 0.735 -1.059 -3.711
C20 0.026 -3.267 -3.640
F5 0.827 -3.529 -4.686

Total charge: -2
Gap between HOMO and LUMO in hartree: 0.2116
Multiplicity: 1
E in eV: -428116.3545
ΔE to the lowest compared entry with this formula, charge and spin in kcal/mol: 35.8
HOMO level in eV: -1.9

Results of the Mulliken charge analysis, in e, for atoms 1 through 5: number 1, Ti, carries -0.32; number 2, Se, carries -0.72; number 3, Sb, carries 0.34; number 4, Se, carries -0.34; number 5, Se, carries 0.33

# C7H9NO2S

An isolated molecule of C7H9NO2S in a non-equilibrium geometry (ωB97M-V with the def2-TZVPD basis set, OMol25).

Element x y z (Å)
C1 1.335 0.674 -0.638
C2 1.191 -0.761 -1.075
C3 2.484 -2.082 0.447
C4 1.212 1.686 -1.530
C5 -1.739 0.325 0.575
C6 -1.259 -0.880 0.171
C7 -2.176 0.625 2.002
N1 1.569 -1.555 -0.040
O1 3.246 -2.529 1.243
O2 -1.044 0.084 -2.198
S1 -0.578 -1.132 -1.474
H1 0.934 0.834 0.372
H2 1.698 -0.850 -2.022
H3 1.615 1.452 -2.544
H4 1.004 2.749 -1.302
H5 -1.590 1.114 -0.159
H6 -1.219 -1.750 0.907
H7 -2.802 1.436 2.160
H8 -1.211 0.823 2.584
H9 -2.670 -0.266 2.521

Gap between HOMO and LUMO in hartree: 0.3524
Multiplicity: 1
E in eV: -23821.8166
ΔE to the lowest compared entry with this formula, charge and spin in kcal/mol: 72.6
HOMO level in eV: -9.2

Results of the Mulliken charge analysis, in e, for atoms 1 through 5: number 1, C, carries -0.44; number 2, C, carries 0.13; number 3, C, carries 0.43; number 4, C, carries -0.57; number 5, C, carries 0.07

- The lowest E belongs to which entry?
  C20H19AsF5N12OS2SbSe4Ti

- What is the multiplicity in the first record?
  1

- Number 1 is which compound?
  C4H12N2O